# 1
C19H42KNO6S3 | ωB97M-V/def2-TZVPD

- HOMO-LUMO gap: 4.2 eV
- Spin multiplicity: 1
- Total charge: 0
- Highest occupied orbital energy: -4.215 eV

The geometry in XYZ format:
```
72
Properties=species:S:1:pos:R:3:mulliken_charge:R:1
K 0.1977 1.1853 0.0694 1.063
C -2.4464 -1.3645 0.2276 -1.620
C -2.0602 -1.9213 -1.1410 1.673
C -3.0307 -3.0594 -1.4602 -1.361
C -2.9508 -3.5115 -2.9067 -0.688
C -3.2408 -2.3251 -3.8051 -1.291
C -2.2931 -1.1548 -3.5490 1.589
N -2.2042 -0.8985 -2.1330 0.476
O -1.6671 0.3628 -1.8453 -0.774
C -2.8776 0.0849 -4.2182 -1.707
C -0.9207 -1.4279 -4.2173 -1.346
C -0.6221 -2.5047 -1.0078 -1.367
H -3.3426 -0.7514 0.1378 0.450
H -1.6230 -0.8074 0.6699 -0.174
H -2.6865 -2.1919 0.9093 0.481
H -4.0528 -2.6972 -1.2790 0.369
H -2.8834 -3.8824 -0.7517 0.469
H -3.6693 -4.3117 -3.0978 0.378
H -1.9442 -3.9048 -3.0849 0.316
H -4.2668 -1.9793 -3.6562 0.344
H -3.1244 -2.6628 -4.8438 0.429
H -2.1642 0.9037 -4.1943 0.133
H -3.7541 0.4174 -3.6596 0.427
H -3.1733 -0.1595 -5.2443 0.418
H -0.4090 -2.3224 -3.8705 0.343
H -0.2588 -0.5805 -4.0028 -0.095
H -1.0205 -1.4637 -5.3089 0.468
H 0.0616 -1.7875 -0.5571 -0.003
H -0.2222 -2.8462 -1.9582 0.379
H -0.6541 -3.4028 -0.3728 0.377
C -0.6923 1.3733 4.3094 -0.464
S -2.1629 1.7707 3.3631 0.322
O -1.7096 2.0040 1.9735 -0.537
C -2.8839 0.1312 3.4173 -0.852
H -0.1476 2.2885 4.5216 0.293
H -0.0751 0.7093 3.7029 -0.198
H -0.9667 0.8715 5.2394 0.450
H -2.1883 -0.6352 3.0826 0.168
H -3.7603 0.1573 2.7713 0.317
H -3.2228 -0.0551 4.4387 0.448
C 3.6386 2.7652 3.6915 -0.942
S 2.9640 2.6427 2.0248 0.700
O 1.4912 2.4421 2.1721 -0.533
C 3.1342 4.3506 1.5510 -0.798
H 4.5461 3.3639 3.6762 0.393
H 3.8392 1.7551 4.0418 0.214
H 2.8724 3.2178 4.3222 0.277
H 2.5449 4.9881 2.2119 0.307
H 2.7133 4.3910 0.5479 0.013
H 4.1790 4.6593 1.5464 0.410
C 1.5416 4.7109 -2.6504 -1.007
S 2.1193 3.0143 -2.6376 0.321
O 2.3163 2.6421 -1.1991 -0.548
C 0.5569 2.2550 -3.1418 -0.601
H 2.3820 5.4019 -2.6556 0.346
H 0.9213 4.8851 -1.7690 0.285
H 0.9324 4.8795 -3.5393 0.401
H 0.5091 1.2429 -2.7336 -0.149
H 0.5196 2.2022 -4.2286 0.479
H -0.2831 2.8273 -2.7505 0.393
O 1.7129 -0.8470 1.1860 -0.382
C 2.3240 -1.5921 1.8888 0.271
O 3.2725 -2.4295 1.4078 -0.368
C 4.1086 -2.9180 2.4657 -0.487
C 3.6278 -2.2419 3.7654 -0.543
C 2.2120 -1.7946 3.3868 -0.058
H 5.1415 -2.6713 2.2256 0.295
H 4.0473 -4.0062 2.5133 0.292
H 4.2658 -1.3928 4.0033 0.193
H 3.6141 -2.9343 4.6027 0.350
H 1.8737 -0.8766 3.8599 0.072
H 1.4745 -2.5827 3.5460 0.299
```

# 2
C25H32N6O | ωB97M-V/def2-TZVPD

- Relative energy (zero: lowest compared OMol25 entry of this formula, charge and spin): 1.405 eV
- HOMO-LUMO gap: 8.5 eV
- Spin multiplicity: 1
- Total charge: 0
- Highest occupied orbital energy: -7.863 eV
- Structure (SMILES): COc1ccc([C@@H](c2nnnn2C2CCCCC2)N2CCN(c3ccccc3)CC2)cc1

The geometry in XYZ format:
```
64
Properties=species:S:1:pos:R:3:mulliken_charge:R:1
C 4.9564 -2.7668 3.8208 -0.874
H 4.8286 -1.9527 4.5415 0.346
O 3.7258 -3.1606 3.2627 -0.457
C 3.0103 -2.2466 2.5542 0.824
C 3.3983 -0.9311 2.3224 -0.926
C 2.5819 -0.0911 1.5858 -0.642
C 1.3746 -0.5332 1.0656 -0.258
C 0.9940 -1.8509 1.2932 0.269
C 1.7963 -2.6948 2.0314 -0.871
H 1.5054 -3.7167 2.2157 0.454
H 0.0588 -2.2154 0.8983 0.530
C 0.5554 0.4241 0.2182 0.427
C 1.2689 0.5373 -1.0850 -0.584
N 1.9653 1.5850 -1.4684 -0.332
N 2.5103 1.2668 -2.6341 -0.907
N 2.1903 0.0930 -2.9852 -0.451
N 1.4011 -0.4178 -2.0363 1.282
C 0.8607 -1.7505 -2.1143 0.609
C 0.2175 -1.9726 -3.4835 -0.789
C -0.3406 -3.3893 -3.5702 -0.589
C 0.7617 -4.4160 -3.3288 -0.788
C 1.4166 -4.1853 -1.9704 -0.600
C 1.9775 -2.7706 -1.8818 -0.973
H 2.7462 -2.6247 -2.6438 0.428
H 2.4299 -2.6040 -0.9014 0.239
H 2.2203 -4.9065 -1.8146 0.376
H 0.6786 -4.3307 -1.1783 0.312
H 0.3459 -5.4241 -3.3745 0.360
H 1.5158 -4.3279 -4.1135 0.357
H -0.7875 -3.5454 -4.5533 0.401
H -1.1257 -3.5154 -2.8209 0.309
H 0.9729 -1.8168 -4.2556 0.424
H -0.5817 -1.2442 -3.6393 0.288
H 0.1031 -1.8294 -1.3293 -0.234
N -0.8230 -0.0268 0.0572 0.187
C -1.5713 0.6580 -0.9848 -0.798
C -1.9749 2.0952 -0.6289 -1.003
N -2.7534 2.0691 0.5898 0.182
C -3.6306 3.1131 0.8735 0.381
C -4.5800 2.9572 1.8891 -0.214
C -5.5012 3.9480 2.1582 -0.644
C -5.5127 5.1196 1.4190 -0.469
C -4.5849 5.2830 0.4066 -0.765
C -3.6524 4.2986 0.1359 -0.249
H -2.9287 4.4696 -0.6458 0.391
H -4.5760 6.1926 -0.1768 0.365
H -6.2360 5.8925 1.6296 0.381
H -6.2242 3.8000 2.9475 0.359
H -4.6087 2.0416 2.4608 0.389
C -2.0048 1.4678 1.6753 -0.689
C -1.5853 0.0437 1.2964 -0.950
H -0.9950 -0.3891 2.1054 0.528
H -2.4841 -0.5631 1.1505 0.399
H -2.6138 1.4328 2.5769 0.588
H -1.1078 2.0700 1.9018 0.120
H -2.5904 2.4854 -1.4405 0.654
H -1.0725 2.7222 -0.5361 0.319
H -0.9931 0.6684 -1.9099 0.347
H -2.4804 0.0719 -1.1530 0.411
H 0.6252 1.4278 0.6713 0.295
H 2.8960 0.9269 1.4051 0.490
H 4.3297 -0.5477 2.7071 0.442
H 5.3403 -3.6458 4.3358 0.250
H 5.6689 -2.4608 3.0482 0.341
```

# 3
C6H17NS | ωB97M-V/def2-TZVPD

- Relative energy (zero: lowest compared OMol25 entry of this formula, charge and spin): 4.387 eV
- HOMO-LUMO gap: 7.0 eV
- Spin multiplicity: 1
- Total charge: 0
- Highest occupied orbital energy: -8.377 eV

The geometry in XYZ format:
```
25
Properties=species:S:1:pos:R:3:mulliken_charge:R:1
C 0.4476 -1.8643 1.9826 -1.211
C 1.4794 -0.7950 1.9725 -0.192
C 1.0172 0.5406 2.7778 -0.751
S -0.5072 1.5948 2.1281 -0.210
H 0.4007 -2.2520 3.0330 0.404
H 0.8878 -2.6312 1.3903 0.312
H -0.5318 -1.5184 1.6461 0.270
H 2.3595 -1.2586 2.5480 0.305
H 1.8559 -0.6203 0.9408 0.318
H 2.0151 1.0893 3.0428 0.309
H 0.6289 0.0944 3.7275 0.362
C -1.3183 -0.9359 -2.7053 -1.194
C -0.5751 -0.3847 -1.4696 0.299
N -1.0143 0.9754 -1.2260 -0.128
C -0.6214 2.1050 -2.0470 -0.862
H -0.7902 -0.6577 -3.6272 0.301
H -1.4037 -2.0620 -2.6596 0.356
H -2.3346 -0.4844 -2.6527 0.299
H -0.9550 -0.8778 -0.5433 -0.015
H 0.5362 -0.5497 -1.5652 0.175
H 0.7407 1.8592 0.4514 0.102
H -0.9327 1.2197 -0.2472 -0.144
H 0.5170 2.0987 -2.3160 0.277
H -0.7800 3.0793 -1.5585 0.349
H -1.1217 2.2357 -3.0234 0.270
```

# 4
C3H7NO | ωB97M-V/def2-TZVPD

- Relative energy (zero: lowest compared OMol25 entry of this formula, charge and spin): 1.669 eV
- HOMO-LUMO gap: 9.3 eV
- Spin multiplicity: 1
- Total charge: 0
- Highest occupied orbital energy: -8.313 eV
- Structure (SMILES): C=C(N)OC

The geometry in XYZ format:
```
12
Properties=species:S:1:pos:R:3:mulliken_charge:R:1
C -0.0904 1.6024 -0.8389 -0.650
O 0.6279 0.8448 0.1235 -0.367
C 0.2445 -0.4387 0.3537 0.711
C 1.1373 -1.3456 0.7602 -0.915
N -1.1093 -0.7233 0.1054 -0.517
H -0.3088 1.0190 -1.7381 0.332
H -1.0316 1.9896 -0.4304 0.256
H 0.5551 2.4468 -1.0913 0.224
H -1.2736 -1.7206 0.1519 0.229
H 0.8030 -2.3129 1.1181 0.224
H 2.1967 -1.1255 0.7631 0.257
H -1.7509 -0.2360 0.7229 0.215
```

# 5
C4H5N | ωB97M-V/def2-TZVPD

- Relative energy (zero: lowest compared OMol25 entry of this formula, charge and spin): 5.976 eV
- HOMO-LUMO gap (spin up / spin down): 8.5 / 8.5 eV
- Spin multiplicity: 1
- Total charge: 0
- Highest occupied orbital energy (spin up / spin down): -9.887 / -9.887 eV

The geometry in XYZ format:
```
10
Properties=species:S:1:pos:R:3:mulliken_charge:R:1
C 1.8497 2.0811 0.8955 -0.108
C 0.9313 1.2661 0.8352 -0.496
C -0.6539 -0.9292 -0.6844 0.227
C -0.7727 -0.0412 0.3116 -0.632
N -0.2467 -2.1709 -0.4956 -0.521
H 2.5889 2.8177 0.7425 0.362
H -0.9427 -0.6646 -1.7597 0.290
H -1.3645 0.8509 0.2018 0.307
H -0.9835 -0.4357 1.2571 0.300
H -0.4059 -2.7743 -1.3041 0.271
```

# 6
C20H16AuCl5N2O6S | ωB97M-V/def2-TZVPD

- Relative energy (zero: lowest compared OMol25 entry of this formula, charge and spin): 0.000 eV
- HOMO-LUMO gap: 8.2 eV
- Spin multiplicity: 1
- Total charge: 0
- Highest occupied orbital energy: -9.281 eV

The geometry in XYZ format:
```
51
Properties=species:S:1:pos:R:3:mulliken_charge:R:1
Au 1.9556 -1.8376 0.4635 0.741
Cl 4.5939 -2.5998 2.0774 -0.178
C 4.7865 -1.3375 0.9122 0.556
C 3.7203 -0.9624 0.1018 -0.892
C 3.9164 0.0046 -0.8655 0.736
Cl 2.5997 0.5063 -1.8569 -0.223
C 5.1594 0.6200 -1.0165 0.095
Cl 5.3840 1.8431 -2.2018 -0.184
C 6.2188 0.2504 -0.1929 0.301
Cl 7.7481 1.0097 -0.3638 -0.177
C 6.0351 -0.7368 0.7744 0.194
Cl 7.3449 -1.2065 1.7790 -0.183
C -5.1479 4.5521 -1.3933 -1.426
C -4.3106 3.3316 -1.1334 0.970
C -4.9035 2.0993 -0.8725 -0.772
C -4.1332 0.9772 -0.6108 -0.466
C -2.7518 1.0958 -0.6208 -0.579
C -2.1326 2.3132 -0.8766 -0.248
C -2.9187 3.4228 -1.1296 -0.746
S -1.7637 -0.3236 -0.3092 1.871
O -0.4442 0.0985 0.1039 -0.460
O -2.4838 -1.2032 0.5676 -0.782
N -1.6779 -0.9979 -1.8201 -0.410
C -0.4094 -1.6406 -2.2140 -0.080
C -0.2590 -3.0327 -1.6099 -0.466
C 1.1564 -3.5748 -1.7346 0.333
O 1.3804 -4.6293 -2.2730 -0.637
O 2.1619 -2.8515 -1.2262 -0.485
H -6.1912 4.2896 -1.5599 0.355
H -4.7864 5.0956 -2.2665 0.365
H -5.1043 5.2348 -0.5427 0.309
H -5.9833 2.0176 -0.8687 0.325
H -4.5905 0.0221 -0.3896 0.455
H -1.0527 2.3802 -0.8620 0.495
H -2.4464 4.3780 -1.3249 0.389
H -2.0042 -0.3293 -2.5052 0.358
H 0.4432 -1.0128 -1.9480 -0.285
H -0.4474 -1.7104 -3.3008 0.559
H -0.9071 -3.7454 -2.1152 0.421
H -0.5610 -3.0194 -0.5612 0.286
O 0.2235 -2.6885 1.4679 -0.740
C 0.3454 -1.7968 2.3481 0.289
C -0.5556 -1.4041 3.4681 -0.359
C 0.0908 -0.0858 3.9261 -0.504
C 1.3884 0.0535 3.1234 0.162
O 2.2025 0.9267 3.1998 -0.593
N 1.4386 -1.0400 2.2520 0.150
H -0.5346 -2.1816 4.2327 0.353
H -1.5776 -1.3087 3.1036 0.217
H 0.3141 -0.0400 4.9895 0.344
H -0.5294 0.7745 3.6750 0.242
```